14
Properties=species:S:1:pos:R:3:forces:R:3 method="wB97M-V/def2-TZVPD" e_homo_ev="-7.7 / -6.7" max_force_ev_per_a=4.87 lumo_ev="0.76 / -0.40" relative_energy_kj_mol=654.8 gap_ev="8.482 / 6.323" total_charge=0
N 1.59993 -1.50082 -0.49864 -0.94 -1.42 -1.32
H -1.50911 -1.53303 -0.27053 -0.53 -0.85 0.52
C 2.00001 -0.71580 0.28006 2.16 2.86 3.30
H -2.98287 -0.73710 0.71723 2.29 0.22 -1.67
H -1.05776 0.96769 -1.67982 0.17 0.80 -1.97
O 0.77566 1.22107 -0.58311 -1.83 1.71 -0.31
C 1.42596 0.88627 0.56235 0.40 -2.29 0.70
H 2.86141 -0.54499 1.07328 -0.95 -1.56 -1.36
O -1.15398 0.31232 0.18713 -0.46 1.02 0.71
H 2.38338 1.36367 0.76053 -0.40 0.80 -0.92
H -2.68924 -0.59652 -1.15242 1.00 0.76 1.81
H 0.95154 0.73338 1.56118 -0.62 0.48 -1.22
C -0.46663 0.80669 -0.84111 1.69 -1.58 2.52
C -2.13832 -0.66283 -0.11615 -1.98 -0.96 -0.80